C19H43AlBCl32O5P2 | ωB97M-V/def2-TZVPD

Last column: Mulliken charge in e.
Positions of all 103 atoms, in Å:
C1 -1.754 -3.216 3.075  0.20
C2 -3.159 -2.688 3.303  -0.18
Al1 -4.279 -2.478 1.548  -0.57
P1 -4.152 -4.605 0.517  0.19
O1 -2.636 -5.097 0.395  -0.46
B1 -3.329 -1.000 0.442  0.56
C3 -3.526 0.570 0.899  -0.07
O2 -2.501 -1.471 -0.702  -0.48
P2 -6.527 -2.033 1.933  0.87
O3 -7.328 -3.368 1.537  -0.73
O4 -6.923 -1.641 3.584  -0.35
O5 -7.032 -0.769 0.794  -0.54
H1 -1.524 -4.365 3.111  -0.29
H2 -0.885 -2.472 2.792  -0.10
H3 -3.571 -2.441 4.370  0.27
H4 -4.897 -5.601 1.259  0.04
H5 -4.797 -4.454 -0.761  0.00
H6 -4.197 1.126 0.086  0.15
H7 -2.499 1.173 0.924  0.05
H8 -4.079 0.653 1.952  -0.24
H9 -2.143 -0.683 -1.223  0.22
H10 -7.881 -1.297 3.536  0.19
H11 -7.662 -1.222 0.158  0.31
C4 -2.097 -7.866 -1.219  0.00
Cl1 -3.141 -8.814 -0.154  -0.17
Cl2 -0.833 -8.874 -1.934  -0.21
H12 -2.703 -7.434 -2.020  0.26
H13 -1.629 -7.067 -0.639  0.09
C5 -4.739 4.182 1.880  0.09
Cl3 -5.451 3.663 0.348  -0.14
Cl4 -4.585 2.824 3.002  -0.19
H14 -3.748 4.599 1.689  0.18
H15 -5.380 4.944 2.330  0.03
C6 0.206 -2.905 -2.017  0.17
Cl5 1.889 -3.029 -1.487  -0.18
Cl6 0.046 -1.777 -3.368  -0.06
H16 -0.141 -3.891 -2.333  0.26
H17 -0.404 -2.549 -1.182  -0.15
C7 -8.584 0.003 6.295  -0.11
Cl7 -8.788 1.681 6.815  -0.17
Cl8 -9.685 -0.390 4.970  -0.20
H18 -7.555 -0.142 5.958  0.18
H19 -8.792 -0.659 7.139  0.29
C8 3.273 -0.055 -2.939  0.78
Cl9 4.494 -0.040 -4.216  -0.23
Cl10 2.617 1.564 -2.666  -0.09
H20 2.460 -0.723 -3.232  -0.45
H21 3.730 -0.415 -2.014  -0.01
C9 -4.801 8.049 1.142  0.04
Cl11 -5.846 7.101 2.207  -0.20
Cl12 -3.538 7.040 0.427  -0.13
H22 -5.407 8.481 0.342  0.31
H23 -4.333 8.848 1.722  -0.02
C10 -1.389 9.806 1.833  -0.05
Cl13 -2.961 10.545 1.501  -0.18
Cl14 -1.107 9.667 3.573  -0.15
H24 -1.363 8.809 1.388  0.09
H25 -0.605 10.427 1.394  0.30
C11 -0.226 0.711 -6.676  0.07
Cl15 -1.904 0.262 -6.345  -0.15
Cl16 0.656 1.023 -5.176  -0.05
H26 0.262 -0.106 -7.212  -0.19
H27 -0.214 1.615 -7.290  0.31
C12 0.056 0.350 3.457  -0.40
Cl17 -0.656 -0.169 1.925  0.00
Cl18 0.210 -1.008 4.579  -0.14
H28 1.048 0.767 3.266  0.31
H29 -0.584 1.112 3.907  0.26
C13 6.995 1.132 -1.184  0.77
Cl19 5.579 0.361 -0.459  -0.13
Cl20 7.336 2.687 -0.415  -0.22
H30 7.860 0.476 -1.059  -0.60
H31 6.805 1.295 -2.248  0.18
C14 10.312 -0.701 0.306  -0.27
Cl21 10.108 0.976 0.826  -0.14
Cl22 9.210 -1.095 -1.019  -0.19
H32 11.341 -0.846 -0.032  0.36
H33 10.104 -1.363 1.150  0.21
C15 2.156 -3.076 -7.534  -0.35
Cl23 0.605 -2.257 -7.754  -0.16
Cl24 3.156 -2.233 -6.344  -0.07
H34 1.973 -4.096 -7.187  0.29
H35 2.685 -3.100 -8.490  0.31
C16 1.300 -6.157 2.294  -0.28
Cl25 -0.381 -6.378 2.795  -0.13
Cl26 1.830 -4.492 2.565  -0.15
H36 1.936 -6.831 2.874  0.32
H37 1.388 -6.390 1.231  0.22
C17 7.256 6.250 -0.720  0.28
Cl27 5.705 7.068 -0.941  -0.15
Cl28 8.256 7.092 0.470  -0.17
H38 7.073 5.230 -0.374  -0.20
H39 7.785 6.226 -1.676  0.28
C18 9.768 -5.116 -0.255  -0.22
Cl29 10.939 -6.296 -0.855  -0.15
Cl30 10.571 -3.829 0.653  -0.15
H40 9.240 -4.675 -1.104  0.23
H41 9.056 -5.622 0.400  0.29
C19 0.395 4.538 -1.794  0.00
Cl31 -1.021 3.767 -1.069  -0.08
Cl32 0.736 6.093 -1.025  -0.17
H42 1.260 3.882 -1.670  -0.05
H43 0.205 4.701 -2.858  0.29

Cartesian forces (eV/Å) of the 6 atoms listed first:
C -2.4264 0.3828 0.6293
C 2.8880 0.8547 -0.0234
Al 2.0996 0.5514 1.4956
P 2.8558 -1.0771 0.3926
O -2.8775 0.7838 -0.1689
B 0.7461 0.1897 -1.7816

* largest force on an atom: 4.73 eV/A
* charge: -1
* M: 1585.79 g/mol
* HOMO: -3.23 eV

C19H43BiOP3Se | ωB97M-V/def2-TZVPD

Last column: Mulliken charge in e.
Positions of all 68 atoms, in Å:
Bi1 0.312 -0.518 0.167  0.96
P1 -1.435 -0.961 2.481  0.52
P2 1.420 -2.885 0.126  0.69
P3 -2.017 -1.118 -1.051  0.79
H1 0.655 2.914 -0.188  0.41
C1 -0.438 2.924 -0.333  -0.42
C2 -1.284 3.338 0.622  -1.01
H2 -0.935 3.769 1.570  0.30
C3 -0.727 -0.347 4.054  -1.28
C4 -1.800 -2.709 2.904  -1.29
C5 -3.091 -0.173 2.612  -1.25
C6 2.570 -3.070 -1.280  -1.24
C7 2.423 -3.175 1.617  -1.08
C8 0.318 -4.333 0.042  -1.10
C9 -3.212 0.264 -1.144  -1.03
C10 -3.047 -2.485 -0.407  -1.15
C11 -1.697 -1.557 -2.789  -1.08
H3 -0.796 2.513 -1.281  0.45
H4 -2.374 3.210 0.511  0.30
H5 -0.660 0.747 4.017  0.27
H6 0.278 -0.763 4.195  0.37
H7 -1.381 -0.640 4.884  0.56
H8 -0.858 -3.255 3.066  0.36
H9 -2.364 -3.206 2.102  0.33
H10 -2.394 -2.724 3.830  0.52
H11 -2.964 0.919 2.650  0.36
H12 -3.551 -0.514 3.553  0.49
H13 -3.752 -0.424 1.772  0.35
H14 3.077 -4.047 -1.200  0.49
H15 3.312 -2.259 -1.257  0.41
H16 2.018 -3.013 -2.230  0.35
H17 3.089 -4.041 1.455  0.46
H18 1.773 -3.371 2.489  0.33
H19 3.036 -2.282 1.830  0.33
H20 0.932 -5.244 -0.076  0.51
H21 -0.353 -4.234 -0.828  0.32
H22 -0.287 -4.415 0.963  0.28
H23 -3.884 0.056 -1.989  0.50
H24 -2.695 1.220 -1.306  0.18
H25 -3.798 0.336 -0.217  0.30
H26 -3.807 -2.722 -1.168  0.51
H27 -3.557 -2.196 0.524  0.40
H28 -2.432 -3.377 -0.222  0.25
H29 -2.654 -1.633 -3.325  0.52
H30 -1.170 -2.520 -2.839  0.32
H31 -1.061 -0.786 -3.258  0.36
C12 1.514 2.190 -3.463  0.95
C13 1.164 3.486 -3.054  0.22
C14 1.348 4.574 -3.930  -0.66
C15 1.938 4.386 -5.184  -0.50
C16 2.387 3.102 -5.544  -0.66
C17 2.181 2.019 -4.693  -0.89
Se1 1.230 0.393 -2.608  -0.17
H32 0.733 0.977 -1.195  -0.10
H33 0.748 3.681 -2.054  0.33
H34 1.026 5.585 -3.619  0.39
H35 2.053 5.227 -5.868  0.41
H36 2.894 2.948 -6.490  0.40
H37 2.531 1.026 -4.976  0.29
C18 2.492 2.985 2.775  -1.16
C19 1.705 1.820 3.334  -0.05
O1 1.880 0.614 2.559  -0.23
H38 3.581 2.816 2.763  0.39
H39 2.310 3.860 3.404  0.38
H40 2.137 3.210 1.760  0.13
H41 2.020 1.603 4.363  0.38
H42 0.624 2.024 3.321  0.07
H43 2.765 0.261 2.749  0.19

Cartesian forces (eV/Å) of the 6 atoms listed first:
Bi -1.3611 0.3280 2.6100
P -0.3765 -0.2600 1.3397
P 0.8084 -2.2491 -0.0776
P -1.1524 -0.3704 -1.0853
H -0.5614 0.3938 -0.0393
C -0.2139 -0.5164 0.8191

* largest force on an atom: 2.96 eV/A
* charge: +3
* M: 668.41 g/mol
* HOMO: -16.07 eV